Record 1
{
  "formula": "C5H14N2O",
  "method": "wB97M-V/def2-TZVPD",
  "elements": ["C", "N", "C", "C", "C", "N", "C", "O", "H", "H", "H", "H", "H", "H", "H", "H", "H", "H", "H", "H", "H", "H"],
  "positions_angstrom": [[-1.005, -0.204, -1.928], [0.221, -0.522, -1.224], [1.285, -0.661, -2.251], [0.663, 0.457, -0.237], [-0.319, 0.539, 0.972], [0.059, 1.740, 1.702], [-0.367, -0.746, 1.837], [-0.416, -0.397, 3.229], [-1.879, -0.037, -1.302], [-0.896, 0.709, -2.555], [-1.208, -1.023, -2.619], [0.978, -1.537, -2.823], [1.428, 0.227, -2.869], [2.133, -1.118, -1.730], [0.862, 1.451, -0.630], [1.524, 0.007, 0.275], [-1.325, 0.691, 0.568], [-0.729, 2.200, 2.128], [0.742, 1.590, 2.443], [-1.126, -1.454, 1.509], [0.607, -1.254, 1.831], [-1.230, -0.659, 3.672]],
  "nbo_charge": [-0.419, -0.440, -0.430, -0.219, -0.079, -0.840, -0.082, -0.742, 0.196, 0.158, 0.200, 0.198, 0.180, 0.209, 0.188, 0.190, 0.177, 0.363, 0.368, 0.181, 0.169, 0.474],
  "fmax_ev_per_a": 2.67,
  "e_lumo_ha": 0.03013,
  "e_tot_ev": -10438.43076,
  "smiles": "CN(C)C[C@H](N)CO",
  "gap_ev": 9.50
}

***

Record 2
{
  "formula": "C6H14CsO4S",
  "method": "wB97M-V/def2-TZVPD",
  "elements": ["Cs", "C", "C", "C", "S", "O", "O", "C", "H", "H", "H", "H", "H", "H", "H", "H", "C", "C", "O", "O", "H", "H", "H", "H", "H", "H"],
  "positions_angstrom": [[0.582, -1.562, -2.128], [-3.429, 0.811, 2.653], [-4.081, 1.118, 1.308], [-3.834, -0.069, 0.396], [-2.120, -0.528, 0.794], [-1.189, -0.094, -0.245], [-2.075, -1.864, 1.312], [-2.034, 0.616, 2.203], [-3.826, -0.091, 3.118], [-3.563, 1.638, 3.351], [-3.685, 2.031, 0.864], [-5.129, 1.413, 1.365], [-4.011, 0.123, -0.662], [-4.513, -0.824, 0.794], [-1.731, 1.521, 1.677], [-1.276, 0.293, 2.917], [5.375, -0.334, -1.830], [3.954, -0.599, -2.389], [3.315, 0.562, -2.642], [5.611, -1.218, -0.857], [5.405, 0.671, -1.410], [6.148, -0.456, -2.590], [3.248, -1.011, -1.668], [4.039, -1.174, -3.311], [3.409, 1.147, -1.887], [5.409, -2.115, -1.134]],
  "nbo_charge": [0.991, -0.423, -0.409, -0.663, 2.144, -1.016, -0.928, -0.636, 0.227, 0.247, 0.212, 0.243, 0.257, 0.257, 0.231, 0.262, -0.068, -0.084, -0.727, -0.697, 0.172, 0.173, 0.113, 0.182, 0.474, 0.466],
  "fmax_ev_per_a": 3.93,
  "e_lumo_ha": -0.11476,
  "e_tot_ev": -26015.55910,
  "total_charge": 1,
  "gap_ev": 9.76
}

***

Record 3
{
  "formula": "C3H5NO2",
  "method": "wB97M-V/def2-TZVPD",
  "elements": ["H", "N", "C", "C", "O", "C", "O", "H", "H", "H", "H"],
  "positions_angstrom": [[1.310, 0.745, 1.973], [0.312, 0.670, 1.783], [0.124, 0.054, 0.704], [1.107, -0.547, -0.259], [-1.218, -0.199, 0.387], [-1.732, 0.329, -0.737], [-1.155, 1.031, -1.522], [1.054, -0.014, -1.212], [0.857, -1.598, -0.436], [2.123, -0.485, 0.140], [-2.781, 0.013, -0.821]],
  "nbo_charge": [0.346, -0.611, 0.561, -0.715, -0.515, 0.654, -0.572, 0.261, 0.236, 0.226, 0.129],
  "fmax_ev_per_a": 0.59,
  "e_lumo_ha": 0.03210,
  "e_tot_ev": -8776.83716,
  "smiles": "[H]/N=C(\\C)OC=O",
  "gap_ev": 11.70
}

***

Record 4
{
  "formula": "C5H20O5",
  "method": "wB97M-V/def2-TZVPD",
  "elements": ["C", "O", "H", "H", "H", "H", "C", "O", "H", "H", "H", "H", "C", "O", "H", "H", "H", "H", "C", "O", "H", "H", "H", "H", "C", "O", "H", "H", "H", "H"],
  "positions_angstrom": [[8.302, 10.126, -17.769], [8.629, 9.395, -18.895], [8.927, 9.875, -16.912], [8.561, 11.169, -17.950], [7.278, 9.899, -17.475], [8.547, 9.903, -19.706], [10.252, 6.690, -20.983], [8.918, 6.335, -21.410], [10.953, 6.953, -21.775], [10.195, 7.644, -20.460], [10.705, 5.911, -20.370], [8.446, 5.928, -20.680], [12.691, 12.505, -16.140], [12.684, 11.074, -16.130], [13.103, 12.965, -15.242], [13.259, 12.973, -16.943], [11.638, 12.778, -16.207], [12.255, 10.761, -16.930], [13.550, 14.434, -22.615], [12.220, 14.052, -22.204], [13.603, 15.381, -23.151], [14.234, 14.609, -21.785], [13.872, 13.622, -23.267], [12.221, 13.237, -21.696], [12.207, 10.519, -19.867], [11.268, 10.758, -18.808], [13.152, 10.929, -19.510], [12.300, 9.445, -20.026], [11.844, 10.925, -20.811], [10.538, 10.135, -18.829]],
  "nbo_charge": [-0.259, -0.740, 0.181, 0.178, 0.175, 0.480, -0.254, -0.729, 0.180, 0.162, 0.171, 0.470, -0.248, -0.746, 0.179, 0.156, 0.164, 0.486, -0.251, -0.734, 0.187, 0.165, 0.167, 0.466, -0.250, -0.768, 0.192, 0.172, 0.159, 0.488],
  "fmax_ev_per_a": 2.17,
  "e_lumo_ha": 0.01580,
  "e_tot_ev": -15743.97100,
  "smiles": "CO.CO.CO.CO.CO",
  "gap_ev": 10.41
}

***

Record 5
{
  "formula": "C4H9I3Si",
  "method": "wB97M-V/def2-TZVPD",
  "elements": ["C", "C", "C", "C", "Si", "I", "I", "I", "H", "H", "H", "H", "H", "H", "H", "H", "H"],
  "positions_angstrom": [[-0.077, -1.041, 0.977], [-0.531, 0.002, -0.011], [-0.125, -0.321, -1.434], [-0.163, 1.415, 0.380], [-2.825, -0.012, -0.074], [-3.584, 0.221, 2.283], [-3.719, 1.833, -1.446], [-3.568, -2.204, -0.969], [-0.410, -0.812, 1.987], [-0.437, -2.031, 0.702], [1.015, -1.076, 0.986], [-0.526, 0.411, -2.134], [-0.470, -1.311, -1.731], [0.962, -0.306, -1.525], [-0.577, 2.136, -0.326], [-0.523, 1.662, 1.378], [0.921, 1.534, 0.374]],
  "nbo_charge": [-0.662, -0.152, -0.662, -0.662, 0.660, -0.174, -0.150, -0.166, 0.223, 0.221, 0.216, 0.218, 0.221, 0.214, 0.220, 0.221, 0.215],
  "fmax_ev_per_a": 2.42,
  "e_lumo_ha": -0.02196,
  "e_tot_ev": -36476.66133,
  "smiles": "CC(C)(C)[Si](I)(I)I",
  "gap_ev": 8.47
}

***

Record 6
{
  "formula": "C30H39Cl2N7OSSi3W",
  "method": "wB97M-V/def2-TZVPD",
  "elements": ["W", "N", "C", "C", "C", "C", "C", "C", "S", "N", "C", "C", "C", "C", "C", "C", "N", "H", "H", "H", "H", "H", "H", "H", "H", "H", "C", "O", "Si", "C", "C", "C", "Si", "C", "C", "C", "Si", "C", "C", "C", "H", "H", "H", "H", "H", "H", "H", "H", "H", "H", "H", "H", "H", "H", "H", "H", "H", "H", "H", "H", "H", "H", "H", "H", "H", "H", "H", "N", "C", "N", "C", "N", "Cl", "C", "C", "C", "C", "C", "Cl", "C", "N", "H", "H", "H"],
  "positions_angstrom": [[0.302, 0.201, -0.018], [1.621, -1.781, 3.412], [1.410, -0.797, 4.394], [2.326, -0.562, 5.411], [2.079, 0.437, 6.340], [0.945, 1.231, 6.242], [0.033, 1.009, 5.221], [0.257, -0.021, 4.322], [-0.910, -0.464, 3.079], [0.185, -0.792, 1.790], [1.301, -1.482, 2.089], [2.217, -1.759, 1.041], [3.329, -2.612, 1.173], [4.266, -2.675, 0.173], [4.097, -1.861, -0.957], [2.957, -1.106, -1.067], [1.983, -1.074, -0.142], [2.494, -2.272, 3.511], [3.228, -1.161, 5.476], [2.783, 0.602, 7.145], [0.771, 2.024, 6.956], [-0.859, 1.614, 5.117], [3.434, -3.238, 2.049], [5.116, -3.336, 0.263], [4.837, -1.831, -1.743], [2.791, -0.478, -1.933], [0.012, -3.918, 0.165], [-0.211, -2.603, -0.300], [-0.729, -2.188, -1.836], [0.627, -2.500, -3.119], [-2.031, -3.463, -2.348], [-1.277, -0.432, -1.446], [-1.279, 0.719, -2.964], [-2.577, 0.222, -4.253], [-1.660, 2.503, -2.464], [0.356, 0.650, -3.922], [-2.992, -0.529, -0.588], [-4.344, -1.065, -1.823], [-3.004, -1.875, 0.758], [-3.798, 0.981, 0.235], [-0.783, -4.595, -0.159], [0.030, -3.902, 1.257], [0.971, -4.305, -0.199], [1.017, -3.513, -2.991], [1.467, -1.813, -3.077], [0.193, -2.440, -4.119], [-1.583, -4.456, -2.434], [-2.439, -3.210, -3.330], [-2.867, -3.532, -1.651], [-3.592, 0.455, -3.925], [-2.541, -0.846, -4.485], [-2.397, 0.768, -5.182], [-2.698, 2.616, -2.142], [-1.500, 3.186, -3.301], [-1.015, 2.819, -1.645], [0.370, -0.178, -4.634], [1.211, 0.558, -3.257], [0.489, 1.572, -4.489], [-3.958, -1.518, -2.736], [-4.960, -0.211, -2.112], [-5.003, -1.794, -1.344], [-3.194, -2.865, 0.337], [-3.790, -1.672, 1.490], [-2.059, -1.936, 1.291], [-3.582, 1.932, -0.256], [-3.517, 1.072, 1.285], [-4.881, 0.836, 0.198], [-0.938, 1.582, 0.766], [-1.365, 2.591, 1.204], [-1.733, 3.636, 1.755], [-2.687, 4.519, 1.609], [-3.502, 5.337, 1.553], [1.741, 3.682, -3.016], [2.217, 3.737, -1.356], [2.842, 4.873, -0.882], [3.247, 4.964, 0.441], [3.023, 3.895, 1.294], [2.392, 2.777, 0.799], [2.056, 1.427, 1.834], [1.930, 2.627, -0.532], [1.237, 1.522, -0.882], [3.015, 5.699, -1.558], [3.726, 5.859, 0.810], [3.322, 3.926, 2.333]],
  "lowdin_spin": [0.878, 0.078, 0.008, 0.007, 0.000, 0.007, 0.001, 0.010, 0.014, 0.105, 0.196, 0.118, 0.056, 0.057, 0.096, 0.034, 0.160, 0.002, 0.000, 0.000, 0.000, 0.000, 0.003, 0.002, 0.005, 0.001, 0.005, 0.018, 0.018, 0.001, 0.004, 0.031, 0.002, 0.000, 0.000, 0.001, 0.008, 0.001, 0.002, 0.002, 0.001, 0.001, 0.000, 0.000, 0.000, 0.000, 0.001, 0.000, 0.000, 0.000, 0.000, 0.000, 0.000, 0.000, 0.000, 0.000, 0.001, 0.000, 0.000, 0.000, 0.000, 0.000, 0.000, 0.001, 0.001, 0.000, 0.001, 0.013, 0.044, 0.032, 0.005, 0.007, -0.001, -0.004, 0.001, -0.004, 0.001, -0.003, 0.010, -0.002, -0.040, 0.000, 0.000, 0.000],
  "fmax_ev_per_a": 3.14,
  "e_lumo_ha": [-0.03209, -0.04612],
  "e_tot_ev": -105563.43603,
  "spin_multiplicity": 3,
  "gap_ev": [5.75, 7.01]
}

***

Repeat the fourth record exactly.
{
  "formula": "C5H20O5",
  "method": "wB97M-V/def2-TZVPD",
  "elements": ["C", "O", "H", "H", "H", "H", "C", "O", "H", "H", "H", "H", "C", "O", "H", "H", "H", "H", "C", "O", "H", "H", "H", "H", "C", "O", "H", "H", "H", "H"],
  "positions_angstrom": [[8.302, 10.126, -17.769], [8.629, 9.395, -18.895], [8.927, 9.875, -16.912], [8.561, 11.169, -17.950], [7.278, 9.899, -17.475], [8.547, 9.903, -19.706], [10.252, 6.690, -20.983], [8.918, 6.335, -21.410], [10.953, 6.953, -21.775], [10.195, 7.644, -20.460], [10.705, 5.911, -20.370], [8.446, 5.928, -20.680], [12.691, 12.505, -16.140], [12.684, 11.074, -16.130], [13.103, 12.965, -15.242], [13.259, 12.973, -16.943], [11.638, 12.778, -16.207], [12.255, 10.761, -16.930], [13.550, 14.434, -22.615], [12.220, 14.052, -22.204], [13.603, 15.381, -23.151], [14.234, 14.609, -21.785], [13.872, 13.622, -23.267], [12.221, 13.237, -21.696], [12.207, 10.519, -19.867], [11.268, 10.758, -18.808], [13.152, 10.929, -19.510], [12.300, 9.445, -20.026], [11.844, 10.925, -20.811], [10.538, 10.135, -18.829]],
  "nbo_charge": [-0.259, -0.740, 0.181, 0.178, 0.175, 0.480, -0.254, -0.729, 0.180, 0.162, 0.171, 0.470, -0.248, -0.746, 0.179, 0.156, 0.164, 0.486, -0.251, -0.734, 0.187, 0.165, 0.167, 0.466, -0.250, -0.768, 0.192, 0.172, 0.159, 0.488],
  "fmax_ev_per_a": 2.17,
  "e_lumo_ha": 0.01580,
  "e_tot_ev": -15743.97100,
  "smiles": "CO.CO.CO.CO.CO",
  "gap_ev": 10.41
}